DFT (the ωB97M-V functional and the def2-TZVPD basis) results for one molecule with the formula C24H34O7.

Properties
SMILES ... CCOC(=O)[C@H](C(C)=O)C(c1ccc(OCCC(C)C)cc1)[C@@H](C(C)=O)C(=O)OCC
Spin multiplicity ... 1
LUMO energy ... 0.6 eV
E_HOMO ... -8.3 eV
Gap between HOMO and LUMO ... 8.852 eV

Atoms and positions in Å:
C (-0.93832, -4.97052, 0.44643)
C (-0.21213, -3.68669, 0.81888)
H (0.16281, -3.72604, 1.84357)
H (0.61282, -3.50186, 0.12364)
O (-1.09522, -2.56117, 0.79022)
C (-1.32035, -2.00131, -0.40368)
O (-0.80987, -2.36016, -1.42736)
C (-2.33741, -0.87666, -0.27455)
C (-3.68645, -1.54970, -0.55581)
O (-4.17925, -1.55178, -1.65358)
C (-4.30636, -2.19519, 0.64427)
H (-5.07435, -2.90266, 0.34254)
H (-4.76885, -1.40202, 1.23155)
H (-3.55158, -2.67973, 1.25744)
H (-2.33754, -0.50462, 0.74925)
C (-2.03567, 0.22237, -1.29761)
C (-0.56999, 0.57482, -1.38714)
C (-0.04471, 0.99060, -2.60645)
C (1.27791, 1.35313, -2.72475)
C (2.12829, 1.31228, -1.61825)
C (1.60989, 0.89925, -0.39629)
C (0.27634, 0.54085, -0.29001)
H (-0.09181, 0.22601, 0.67491)
H (2.22709, 0.85340, 0.48742)
O (3.40893, 1.70714, -1.84892)
C (4.37062, 1.60981, -0.81842)
C (4.85664, 0.17252, -0.61606)
H (4.01999, -0.45804, -0.30743)
H (5.20218, -0.19521, -1.58485)
C (5.99241, 0.05446, 0.40501)
C (5.50763, 0.34044, 1.82507)
H (5.14516, 1.36055, 1.92164)
H (6.32142, 0.20566, 2.53392)
H (4.70437, -0.34228, 2.09551)
C (6.60148, -1.34516, 0.33727)
H (7.41930, -1.44048, 1.04771)
H (5.85106, -2.09619, 0.57504)
H (6.98760, -1.54969, -0.65840)
H (6.76808, 0.78437, 0.14700)
H (3.98026, 2.03846, 0.11135)
H (5.20191, 2.23367, -1.16041)
H (1.68566, 1.67349, -3.67026)
H (-0.68181, 1.02074, -3.47811)
H (-2.35882, -0.15798, -2.27352)
C (-2.83284, 1.52915, -1.02918)
C (-4.30287, 1.24393, -0.72990)
O (-4.68142, 0.89148, 0.35875)
C (-5.21716, 1.41920, -1.90404)
H (-6.25100, 1.28143, -1.59870)
H (-4.96251, 0.66407, -2.64658)
H (-5.08602, 2.40173, -2.35038)
C (-2.24259, 2.35174, 0.10677)
O (-1.89793, 3.49623, -0.03386)
O (-2.18399, 1.68423, 1.25286)
C (-1.72457, 2.40061, 2.40070)
C (-2.84076, 3.23536, 3.00951)
H (-2.49889, 3.68505, 3.93730)
H (-3.70575, 2.60797, 3.21048)
H (-3.13129, 4.02399, 2.32008)
H (-1.38473, 1.63053, 3.09677)
H (-0.88424, 3.03777, 2.10591)
H (-2.75253, 2.15094, -1.92483)
H (-1.77698, -5.14099, 1.11751)
H (-0.25259, -5.80980, 0.51662)
H (-1.30871, -4.90351, -0.57358)

List of natural (NBO) charges in e, atom by atom:
1. C -0.64
2. C -0.08
3. H 0.19
4. H 0.20
5. O -0.52
6. C 0.83
7. O -0.58
8. C -0.47
9. C 0.66
10. O -0.56
11. C -0.74
12. H 0.23
13. H 0.27
14. H 0.23
15. H 0.28
16. C -0.20
17. C -0.07
18. C -0.17
19. C -0.24
20. C 0.31
21. C -0.31
22. C -0.15
23. H 0.21
24. H 0.21
25. O -0.49
26. C -0.06
27. C -0.42
28. H 0.20
29. H 0.21
30. C -0.21
31. C -0.61
32. H 0.20
33. H 0.21
34. H 0.20
35. C -0.60
36. H 0.21
37. H 0.20
38. H 0.21
39. H 0.19
40. H 0.17
41. H 0.19
42. H 0.22
43. H 0.21
44. H 0.25
45. C -0.42
46. C 0.64
47. O -0.56
48. C -0.73
49. H 0.24
50. H 0.26
51. H 0.23
52. C 0.83
53. O -0.59
54. O -0.52
55. C -0.07
56. C -0.64
57. H 0.22
58. H 0.22
59. H 0.22
60. H 0.19
61. H 0.20
62. H 0.25
63. H 0.21
64. H 0.22
65. H 0.23

=====

DFT (the ωB97M-V functional and the def2-TZVPD basis) results for C24H35BIrN3O5 as an isolated structure.

Properties
Spin multiplicity ... 5
LUMO energy (spin up / spin down) ... 4.6 / 4.6 eV
Net charge ... -2
E_HOMO (spin up / spin down) ... 0.7 / -0.9 eV
Expectation value of S² ... 6.070
Gap between HOMO and LUMO (spin up / spin down) ... 3.893 / 5.453 eV

Atoms and positions in Å:
Ir (0.89508, -1.28600, -0.54885)
C (-1.12239, -4.77178, -2.19973)
C (-2.18631, -4.01485, -1.45713)
C (-3.52220, -4.36218, -1.55284)
C (-4.51142, -3.66447, -0.86107)
C (-4.11973, -2.60079, -0.04841)
C (-2.79537, -2.21335, 0.07961)
C (-2.40046, -1.10175, 1.01119)
C (-1.77075, -2.90259, -0.65177)
N (-0.47392, -2.58334, -0.57090)
H (-1.54079, -5.65122, -2.69850)
H (-0.33218, -5.08233, -1.51039)
H (-0.63013, -4.13819, -2.94311)
H (-3.80139, -5.20266, -2.18479)
H (-5.55569, -3.93797, -0.95537)
H (-4.87326, -2.05799, 0.51733)
H (-3.28284, -0.63433, 1.45801)
H (-1.80605, -0.34161, 0.49767)
H (-1.75313, -1.47530, 1.81038)
C (-2.10979, 2.27562, -3.11759)
C (-0.75130, 2.19278, -2.43928)
C (0.29189, 2.90035, -3.30069)
O (-0.37505, 0.82220, -2.36362)
B (0.19153, 0.52941, -1.11398)
O (0.10357, 1.69771, -0.30826)
C (-0.74348, 2.66284, -0.94544)
C (-0.17163, 4.05823, -0.73739)
C (-2.11115, 2.57320, -0.27262)
H (-2.00857, 1.95180, -4.15593)
H (-2.49240, 3.30092, -3.10941)
H (-2.82948, 1.62038, -2.62888)
H (0.33157, 2.39755, -4.26866)
H (1.27947, 2.82499, -2.84310)
H (0.04726, 3.95413, -3.45756)
H (0.87548, 4.10473, -1.03109)
H (-0.23272, 4.32079, 0.31886)
H (-0.73923, 4.79766, -1.31103)
H (-2.53779, 1.57497, -0.38886)
H (-2.80823, 3.31319, -0.67542)
H (-1.97894, 2.75578, 0.79523)
O (2.25822, 3.17671, 1.50628)
C (2.55194, 2.58900, 2.76230)
N (1.40153, 2.47166, 3.62967)
C (1.29113, 1.32658, 4.48317)
O (1.25986, 1.51190, 5.71958)
C (1.20067, 0.06160, 3.84373)
C (1.28266, -1.16854, 4.58310)
C (1.27412, -2.36186, 3.89622)
C (1.16530, -2.38552, 2.50348)
N (1.00103, -1.22216, 1.80457)
C (0.99801, -0.07847, 2.44280)
H (1.68858, 2.56353, 1.01244)
H (3.31665, 3.23965, 3.19613)
H (2.98195, 1.59619, 2.63113)
H (1.27222, 3.29213, 4.20405)
H (1.35156, -1.12212, 5.66218)
H (1.34125, -3.30424, 4.43005)
H (1.14548, -3.30210, 1.92927)
H (0.79535, 0.79176, 1.82903)
C (4.08437, -0.57750, 0.50438)
O (3.78428, -0.21699, -0.82631)
C (2.71217, -0.88814, -1.42034)
C (2.87923, -0.69495, -2.89748)
H (4.63120, 0.25189, 0.95933)
H (4.71813, -1.47267, 0.52596)
H (3.18664, -0.77616, 1.08655)
H (3.85738, -1.06823, -3.23034)
H (2.83083, 0.37463, -3.16248)
H (2.09017, -1.21408, -3.44503)

List of natural (NBO) charges in e, atom by atom:
1. Ir 0.73
2. C -0.63
3. C -0.08
4. C -0.23
5. C -0.32
6. C -0.22
7. C -0.08
8. C -0.62
9. C 0.22
10. N -0.85
11. H 0.18
12. H 0.22
13. H 0.21
14. H 0.17
15. H 0.18
16. H 0.18
17. H 0.18
18. H 0.22
19. H 0.23
20. C -0.62
21. C 0.24
22. C -0.63
23. O -0.77
24. B 0.78
25. O -0.80
26. C 0.25
27. C -0.63
28. C -0.64
29. H 0.21
30. H 0.19
31. H 0.23
32. H 0.21
33. H 0.22
34. H 0.19
35. H 0.22
36. H 0.22
37. H 0.19
38. H 0.23
39. H 0.19
40. H 0.22
41. O -0.75
42. C 0.09
43. N -0.68
44. C 0.58
45. O -0.73
46. C -0.29
47. C -0.24
48. C -0.25
49. C -0.12
50. N -0.50
51. C 0.07
52. H 0.50
53. H 0.14
54. H 0.17
55. H 0.37
56. H 0.21
57. H 0.19
58. H 0.20
59. H 0.20
60. C -0.24
61. O -0.59
62. C -0.09
63. C -0.70
64. H 0.16
65. H 0.15
66. H 0.20
67. H 0.18
68. H 0.18
69. H 0.21

=====

DFT (the ωB97M-V functional and the def2-TZVPD basis) results for one molecule with the formula C24H35N3O4S at a distorted geometry.

Properties
SMILES ... Cc1ccccc1-c1nc(CS(=O)(=O)CC(=O)NCCCN2C[C@H](C)C[C@H](C)C2)c(C)o1
Spin multiplicity ... 1
LUMO energy ... 0.6 eV
E_HOMO ... -8.2 eV
Gap between HOMO and LUMO ... 8.739 eV

Atoms and positions in Å:
C (-4.30080, -2.04048, -0.75448)
C (-5.39259, -1.02310, -0.73749)
C (-6.71290, -1.42724, -0.89089)
C (-7.76035, -0.52480, -0.86144)
C (-7.50266, 0.82365, -0.67444)
C (-6.20088, 1.25217, -0.52348)
C (-5.13743, 0.34541, -0.55334)
C (-3.79655, 0.87108, -0.40554)
N (-2.66598, 0.22197, -0.40577)
C (-1.68835, 1.16844, -0.26926)
C (-2.28483, 2.39606, -0.16602)
O (-3.61945, 2.20599, -0.26284)
C (-1.74346, 3.76016, 0.04346)
H (-1.36310, 3.85288, 1.06054)
H (-2.53233, 4.49199, -0.10758)
H (-0.92807, 3.95913, -0.64938)
C (-0.27072, 0.79373, -0.15113)
H (0.40239, 1.63990, -0.24500)
H (0.00213, -0.01090, -0.82851)
S (-0.07816, 0.11174, 1.53738)
O (1.32399, 0.00855, 1.86757)
O (-0.88839, 0.87346, 2.44707)
C (-0.76110, -1.57372, 1.39718)
C (0.18628, -2.39626, 0.54975)
O (-0.07439, -2.70676, -0.59476)
N (1.31906, -2.74741, 1.19004)
C (2.42132, -3.38541, 0.50062)
C (3.60280, -2.43604, 0.31076)
H (4.43744, -2.99416, -0.11619)
H (3.90650, -2.04881, 1.28531)
C (3.22962, -1.25626, -0.60443)
N (4.21351, -0.20797, -0.73774)
C (4.46361, 0.53776, 0.47967)
H (3.50861, 0.73050, 0.97309)
C (5.16294, 1.85239, 0.12945)
C (5.39756, 2.69371, 1.37933)
H (5.87369, 3.63735, 1.12196)
H (4.45456, 2.90456, 1.87812)
H (6.04225, 2.16419, 2.07799)
C (6.47651, 1.53605, -0.58634)
C (6.22098, 0.65042, -1.80595)
C (7.52512, 0.27554, -2.50239)
H (8.16801, -0.28760, -1.82858)
H (8.05914, 1.16906, -2.81742)
H (7.32944, -0.33618, -3.38024)
C (5.45532, -0.60142, -1.36827)
H (5.22185, -1.21523, -2.24208)
H (6.09837, -1.19462, -0.69216)
H (5.58502, 1.20084, -2.50659)
H (6.96876, 2.46125, -0.89436)
H (7.14584, 1.01495, 0.10355)
H (4.51582, 2.40435, -0.55981)
H (5.10554, -0.02265, 1.18349)
H (2.32826, -0.78625, -0.20485)
H (3.00453, -1.63644, -1.60586)
H (2.73391, -4.25954, 1.08178)
H (2.03735, -3.71924, -0.46598)
H (1.55355, -2.24467, 2.03479)
H (-1.72213, -1.45519, 0.90211)
H (-0.87120, -1.95229, 2.40883)
H (-5.98824, 2.30048, -0.37974)
H (-8.31335, 1.53610, -0.64836)
H (-8.77564, -0.87203, -0.98343)
H (-6.92233, -2.47739, -1.03624)
H (-3.48940, -1.73164, -1.40775)
H (-4.68185, -3.00634, -1.07630)
H (-3.88139, -2.14811, 0.24479)

List of natural (NBO) charges in e, atom by atom:
1. C -0.63
2. C 0.01
3. C -0.20
4. C -0.19
5. C -0.23
6. C -0.18
7. C -0.06
8. C 0.48
9. N -0.48
10. C 0.04
11. C 0.30
12. O -0.40
13. C -0.67
14. H 0.24
15. H 0.24
16. H 0.23
17. C -0.67
18. H 0.26
19. H 0.27
20. S 2.16
21. O -0.97
22. O -0.94
23. C -0.76
24. C 0.66
25. O -0.62
26. N -0.61
27. C -0.22
28. C -0.43
29. H 0.21
30. H 0.20
31. C -0.21
32. N -0.45
33. C -0.23
34. H 0.22
35. C -0.20
36. C -0.60
37. H 0.21
38. H 0.21
39. H 0.20
40. C -0.40
41. C -0.22
42. C -0.60
43. H 0.20
44. H 0.21
45. H 0.21
46. C -0.21
47. H 0.20
48. H 0.16
49. H 0.20
50. H 0.21
51. H 0.19
52. H 0.20
53. H 0.15
54. H 0.20
55. H 0.19
56. H 0.20
57. H 0.23
58. H 0.41
59. H 0.30
60. H 0.26
61. H 0.22
62. H 0.22
63. H 0.21
64. H 0.21
65. H 0.25
66. H 0.21
67. H 0.22

=====

DFT (the ωB97M-V functional and the def2-TZVPD basis) results for C24H35N3O6 as an isolated structure at a distorted geometry.

Properties
Spin multiplicity ... 1
LUMO energy ... 0.4 eV
E_HOMO ... -8.4 eV
Gap between HOMO and LUMO ... 8.767 eV

Atoms and positions in Å:
C (2.77831, 0.11027, -7.69736)
C (2.03641, 0.48761, -6.31627)
O (2.32097, -0.66243, -5.38373)
C (1.97976, -0.48660, -4.19426)
C (2.28736, -1.49278, -3.55190)
C (2.26733, -1.59100, -2.16619)
C (1.63843, -0.49700, -1.51946)
C (0.96824, 0.33018, -2.29370)
C (1.24364, 0.45299, -3.66482)
O (0.77589, 1.58230, -4.33065)
C (0.23366, 2.44336, -3.76054)
C (1.02793, 3.46626, -3.13809)
H (1.60030, 4.10202, -3.76371)
H (1.59354, 3.05006, -2.14142)
H (0.32947, 4.38027, -2.69854)
H (-0.54774, 2.31727, -3.10051)
H (-0.40552, 3.28499, -4.56831)
H (0.54737, 1.22713, -1.69561)
C (1.19745, -0.88374, 0.03308)
O (0.80759, 0.13113, 0.59594)
N (1.65312, -1.94033, 0.49743)
C (2.65937, -2.92506, -0.05322)
O (2.96438, -3.94466, 0.61381)
N (2.86654, -2.72304, -1.34764)
H (3.09255, -3.74412, -1.88073)
C (1.39799, -2.10287, 2.07473)
H (1.04007, -0.93719, 2.34908)
H (2.38949, -2.53647, 2.53083)
C (0.48004, -3.06963, 2.23908)
C (-0.92149, -2.79106, 1.60725)
C (-1.61021, -1.68338, 2.04893)
H (-2.77283, -1.63761, 1.72322)
H (-1.16911, -0.74171, 1.54291)
C (-1.47799, -1.24773, 3.50331)
C (-2.62376, -0.53997, 4.09711)
O (-3.24475, -1.19788, 5.10339)
N (-2.93816, 0.51605, 3.50098)
H (-1.88111, 1.03109, 2.99576)
C (-3.73010, 1.54065, 3.95408)
C (-2.95194, 2.88484, 4.04350)
C (-2.54824, 3.62286, 2.87281)
O (-1.21282, 2.75953, 2.33273)
C (-0.95200, 3.08500, 0.98735)
H (-1.80553, 3.09470, 0.25476)
H (-0.57284, 3.96164, 0.92769)
H (-0.32788, 2.34987, 0.98576)
H (-3.44802, 3.53893, 2.05694)
H (-2.40542, 4.69027, 2.95623)
H (-2.35381, 2.77598, 4.78256)
H (-3.74446, 3.62336, 4.39019)
H (-4.61706, 1.54909, 3.23498)
H (-4.21748, 1.18110, 4.92111)
C (-1.33427, -2.79514, 4.38320)
C (0.14749, -3.18904, 3.87367)
H (0.15682, -4.25393, 4.19517)
H (1.13794, -2.82551, 4.46880)
H (-2.09984, -3.32938, 3.95532)
H (-1.10591, -2.53280, 5.27705)
H (-0.49928, -0.80221, 3.78476)
H (-0.61744, -2.65951, 0.72382)
H (-1.74479, -3.67444, 1.73584)
H (0.81845, -4.04543, 1.95819)
H (2.98245, -2.38317, -3.98010)
H (2.69305, 1.49561, -6.19118)
H (1.00757, 0.74021, -6.54577)
H (2.53579, 0.92881, -8.48288)
H (3.80569, 0.04736, -7.64893)
H (2.41932, -0.91597, -7.99786)

List of natural (NBO) charges in e, atom by atom:
1. C -0.62
2. C -0.10
3. O -0.47
4. C 0.26
5. C -0.23
6. C 0.19
7. C -0.15
8. C -0.23
9. C 0.20
10. O -0.47
11. C 0.00
12. C -0.63
13. H 0.21
14. H 0.19
15. H 0.21
16. H 0.16
17. H 0.10
18. H 0.25
19. C 0.70
20. O -0.65
21. N -0.51
22. C 0.81
23. O -0.61
24. N -0.62
25. H 0.44
26. C -0.23
27. H 0.27
28. H 0.25
29. C -0.30
30. C -0.39
31. C -0.42
32. H 0.22
33. H 0.22
34. C -0.29
35. C 0.64
36. O -0.70
37. N -0.60
38. H 0.44
39. C -0.22
40. C -0.45
41. C -0.06
42. O -0.58
43. C -0.23
44. H 0.15
45. H 0.15
46. H 0.22
47. H 0.18
48. H 0.20
49. H 0.21
50. H 0.22
51. H 0.19
52. H 0.24
53. C -0.34
54. C -0.41
55. H 0.21
56. H 0.20
57. H 0.21
58. H 0.21
59. H 0.21
60. H 0.19
61. H 0.20
62. H 0.24
63. H 0.22
64. H 0.20
65. H 0.21
66. H 0.21
67. H 0.21
68. H 0.21